123
Properties=species:S:1:pos:R:3:forces:R:3:lowdin_charge:R:1 method="wB97M-V/def2-TZVPD" homo_lumo_gap_ev=7.19 total_charge=-1 e_homo_ev=-5.70
C -0.0393 2.2341 3.3524 -0.067 0.100 0.094 -0.149
C 0.4440 2.4126 4.7584 0.019 -0.163 -0.159 -0.843
Cl 0.1813 4.0358 5.3619 -0.041 0.092 0.064 0.658
C 1.0180 1.5556 5.5946 0.061 0.134 0.129 -0.694
Cl 1.2750 -0.0805 4.9485 0.213 -0.191 -0.053 0.565
In 1.6880 1.9140 7.6933 -0.012 -0.064 -0.102 0.766
C 0.0813 2.8329 8.8979 -0.018 0.038 0.011 -0.255
C -0.0365 4.3023 8.8492 -0.052 0.134 -0.070 -0.398
N -1.1228 4.9045 8.5548 -0.005 -0.032 -0.062 0.044
C 2.4937 0.0277 8.4932 -0.157 -0.252 -0.049 -0.170
C 1.6493 -0.6891 9.5144 -0.151 0.078 -0.292 -0.543
O 2.1059 -1.4686 10.3256 0.219 0.238 0.408 0.044
N 0.2607 -0.3997 9.4885 0.162 -0.538 0.240 -0.185
C -0.4707 -0.7670 10.6967 -0.223 0.035 -0.026 -0.071
C -0.3763 -0.8193 8.2381 0.055 0.628 -0.112 -0.078
N 3.4115 3.2342 7.4856 -0.240 -0.070 0.022 0.020
C 3.4304 4.2308 8.1455 0.000 -0.045 0.154 -0.570
O 3.4698 5.2134 8.8143 0.119 0.166 -0.058 0.029
H 0.2759 1.2744 2.9476 -0.006 0.062 -0.012 0.039
H -1.1314 2.2984 3.3302 0.034 -0.039 -0.032 0.077
H 0.3439 3.0396 2.7238 0.039 -0.079 -0.021 0.069
H 0.2849 2.5208 9.9283 0.124 -0.033 -0.072 0.039
H -0.8662 2.3840 8.5860 0.020 0.008 0.082 0.043
H 0.8678 4.8837 9.0640 0.044 -0.103 0.111 0.087
H -0.9675 5.9118 8.5616 0.002 -0.001 -0.005 0.023
H 2.6520 -0.6856 7.6736 0.000 0.156 -0.074 0.041
H 3.4704 0.1660 8.9608 0.000 -0.030 -0.078 0.049
H 0.2193 -1.0930 11.4704 0.010 -0.013 -0.051 0.075
H -1.0266 0.1022 11.0625 -0.014 -0.032 -0.057 0.081
H -1.1943 -1.5681 10.5161 0.116 -0.069 0.020 0.079
H -0.2040 -0.0886 7.4444 0.018 -0.059 -0.031 0.024
H -0.0030 -1.7867 7.8815 -0.143 -0.061 0.074 0.102
H -1.4529 -0.8674 8.3948 0.030 -0.061 -0.027 0.088
C 4.0187 3.5547 -1.2703 0.087 -0.042 0.096 -0.059
C 3.3963 2.2718 -1.7743 -0.081 0.120 -0.139 -0.222
O 3.9986 1.1082 -1.1803 0.015 -0.005 0.000 0.008
C 3.6056 0.8446 0.0734 0.004 -0.022 -0.037 -0.619
O 2.7940 1.4700 0.7009 0.003 -0.016 -0.010 0.134
O 4.2596 -0.2380 0.4870 -0.007 0.011 -0.001 -0.002
C 3.9980 -0.6044 1.8512 -0.025 -0.093 0.131 -0.026
H 5.0982 3.5372 -1.4246 -0.009 0.017 -0.044 0.082
H 3.6035 4.4048 -1.8122 -0.009 -0.004 -0.011 0.081
H 3.8226 3.6916 -0.2083 -0.043 0.000 -0.008 0.079
H 3.5678 2.1514 -2.8434 0.031 -0.057 0.014 0.124
H 2.3211 2.2550 -1.5917 0.015 -0.008 0.084 0.110
H 2.9298 -0.6900 2.0366 -0.011 0.067 -0.014 0.084
H 4.4260 0.1319 2.5284 -0.058 0.041 -0.004 0.103
H 4.4801 -1.5661 1.9971 0.031 0.010 -0.053 0.093
C 3.2161 -1.7826 -3.5142 -0.080 -0.090 -0.112 -0.047
C 2.1362 -1.3478 -2.5496 0.287 0.070 0.095 -0.191
O 0.8163 -1.5511 -3.0901 0.002 -0.021 -0.004 0.014
C 0.3639 -2.8024 -3.0693 -0.003 0.024 0.006 -0.606
O 0.9378 -3.7634 -2.6268 0.004 -0.002 -0.019 0.127
O -0.8498 -2.8087 -3.6251 0.017 0.003 0.018 0.002
C -1.4579 -4.1024 -3.6942 -0.091 -0.095 -0.060 -0.030
H 3.0876 -1.2853 -4.4773 0.035 0.051 0.024 0.079
H 4.1927 -1.5151 -3.1108 -0.006 0.019 0.015 0.084
H 3.1857 -2.8591 -3.6767 0.016 -0.005 0.048 0.075
H 2.2044 -0.2771 -2.3735 -0.137 0.010 -0.011 0.102
H 2.2250 -1.8571 -1.5907 -0.071 -0.073 -0.032 0.131
H -1.4778 -4.5730 -2.7138 0.044 0.002 0.006 0.097
H -0.9204 -4.7377 -4.3973 0.022 -0.027 0.041 0.089
H -2.4711 -3.9390 -4.0485 0.015 0.064 -0.009 0.094
C -2.9482 5.5636 -1.9647 0.134 -0.035 -0.024 -0.064
C -3.6671 4.6091 -2.8920 -0.172 0.108 0.054 -0.214
O -2.7488 3.8108 -3.6598 0.032 -0.030 -0.001 0.031
C -2.1988 2.7912 -2.9956 -0.015 0.014 -0.016 -0.609
O -2.4332 2.4792 -1.8582 0.010 0.002 -0.011 0.133
O -1.3482 2.1724 -3.8147 0.031 0.005 0.035 -0.005
C -0.6255 1.0903 -3.2093 0.006 -0.027 -0.023 -0.029
H -2.2474 6.1827 -2.5263 -0.037 0.030 -0.008 0.080
H -3.6695 6.2158 -1.4717 -0.012 -0.002 -0.001 0.080
H -2.3950 5.0219 -1.1994 -0.039 -0.017 0.015 0.078
H -4.2437 5.1523 -3.6387 0.044 -0.026 -0.049 0.120
H -4.3431 3.9539 -2.3435 0.060 -0.042 0.024 0.122
H -1.3026 0.3828 -2.7385 -0.016 0.021 0.019 0.102
H 0.0752 1.4768 -2.4698 -0.049 -0.012 0.056 0.093
H -0.0847 0.5996 -4.0099 -0.009 0.040 -0.027 0.072
C -2.2567 -8.3834 -9.3324 0.024 -0.072 0.113 -0.066
C -1.8526 -6.9822 -8.9313 -0.069 0.059 -0.187 -0.211
O -1.4802 -6.9071 -7.5443 0.018 -0.017 0.032 0.033
C -0.2594 -7.3595 -7.2567 0.000 0.031 0.006 -0.614
O 0.5447 -7.7851 -8.0455 -0.012 -0.017 0.009 0.122
O -0.0778 -7.2500 -5.9418 -0.031 0.008 0.008 -0.003
C 1.1827 -7.7386 -5.4676 0.043 0.043 0.088 -0.031
H -3.0500 -8.7507 -8.6804 -0.031 0.022 -0.029 0.081
H -2.6240 -8.3831 -10.3590 -0.001 0.011 -0.006 0.079
H -1.4115 -9.0666 -9.2675 0.020 0.025 -0.028 0.075
H -2.6912 -6.2950 -9.0241 0.002 0.009 0.069 0.122
H -1.0331 -6.6103 -9.5454 0.049 -0.045 0.039 0.123
H 2.0029 -7.2848 -6.0187 -0.006 -0.017 -0.029 0.096
H 1.2275 -8.8220 -5.5650 0.013 0.003 -0.048 0.097
H 1.2316 -7.4544 -4.4210 -0.027 0.008 -0.003 0.095
C -0.0629 1.7353 -6.8754 0.037 0.143 -0.118 -0.056
C 0.7211 0.8090 -7.7756 -0.086 -0.178 0.153 -0.201
O 1.2976 1.5031 -8.8994 0.034 0.036 -0.011 0.038
C 2.4006 2.1957 -8.6316 -0.016 0.010 -0.004 -0.614
O 2.9666 2.2589 -7.5705 -0.001 -0.003 -0.011 0.120
O 2.7870 2.8139 -9.7509 -0.011 -0.008 0.007 0.002
C 3.9469 3.6363 -9.5988 0.047 0.019 -0.054 -0.042
H -0.8242 2.2692 -7.4452 -0.032 -0.043 0.006 0.088
H -0.5601 1.1630 -6.0952 -0.035 -0.007 -0.014 0.061
H 0.5849 2.4708 -6.4008 0.026 -0.048 0.033 0.083
H 0.0709 0.0597 -8.2230 0.014 0.038 -0.079 0.123
H 1.5113 0.2928 -7.2306 0.044 0.066 -0.001 0.120
H 4.7664 3.0715 -9.1599 -0.010 -0.001 0.026 0.094
H 3.7216 4.4978 -8.9722 0.010 -0.023 0.037 0.098
H 4.2093 3.9630 -10.6005 -0.029 -0.005 -0.007 0.091
C -7.1012 0.8383 5.3793 0.105 0.058 0.029 -0.067
C -6.7158 -0.0432 4.2111 -0.190 -0.038 -0.011 -0.221
O -5.3514 0.1556 3.8172 0.043 -0.006 0.002 0.032
C -4.4416 -0.4437 4.5944 -0.027 0.039 0.022 -0.612
O -4.6867 -1.1508 5.5398 0.011 -0.007 -0.018 0.116
O -3.2374 -0.1292 4.1405 0.005 -0.017 -0.032 0.014
C -2.1451 -0.6540 4.9114 0.073 -0.037 0.031 -0.034
H -6.8926 1.8837 5.1500 -0.037 0.001 -0.018 0.082
H -8.1665 0.7336 5.5890 -0.006 -0.008 -0.007 0.076
H -6.5430 0.5648 6.2730 -0.014 -0.036 -0.004 0.076
H -7.2952 0.2134 3.3254 0.056 0.020 -0.028 0.119
H -6.8792 -1.0971 4.4362 0.058 0.001 0.044 0.120
H -2.2451 -1.7308 5.0347 -0.054 0.008 0.027 0.100
H -2.1107 -0.1707 5.8860 -0.030 -0.012 0.015 0.092
H -1.2381 -0.4260 4.3644 -0.101 0.072 -0.069 0.036

***

125
Properties=species:S:1:pos:R:3:forces:R:3:lowdin_charge:R:1 method="wB97M-V/def2-TZVPD" homo_lumo_gap_ev=9.60 e_homo_ev=-9.15
C -3.2865 -2.6118 -0.8106 -0.187 -1.341 0.218 -0.135
C -4.6072 -2.0901 -1.3415 1.104 0.484 1.592 -0.094
O -4.1450 -0.9635 -2.0848 -0.172 0.718 -0.438 0.058
C -2.8587 -0.6710 -1.7740 0.392 0.344 0.156 -0.590
O -2.2309 0.2952 -2.1060 -0.786 -0.114 -0.265 0.134
O -2.3167 -1.6296 -1.0105 -0.080 0.798 -0.237 0.068
H -2.9406 -3.5037 -1.2804 0.157 -0.771 -0.629 0.115
H -3.3659 -2.8178 0.2166 0.073 -0.214 1.487 0.111
H -5.2354 -1.8494 -0.4594 0.130 0.608 -0.921 0.132
H -5.0872 -2.8143 -1.9408 -0.583 -0.436 -1.034 0.116
C 5.3259 3.2671 4.0589 1.182 1.066 1.264 -0.105
C 4.1879 3.5585 5.0376 -0.927 -1.159 -0.654 -0.079
O 3.8154 2.2213 5.4904 -0.408 0.472 0.241 0.064
C 4.5420 1.2705 4.9042 -0.054 -0.684 -0.762 -0.542
O 4.3102 0.0811 4.9354 0.631 1.913 0.273 0.127
O 5.5648 1.8522 4.1911 -0.388 0.083 -0.140 0.044
H 6.2295 3.8791 4.3703 -0.730 -1.126 -0.540 0.147
H 5.0324 3.5621 3.0567 0.106 -0.489 -0.218 0.102
H 3.3384 3.9697 4.4765 0.066 -0.138 0.373 0.120
H 4.3888 4.1682 5.9048 0.352 0.038 0.168 0.123
C -1.3869 -1.6437 -4.7371 1.142 -0.590 -0.215 -0.059
C -1.1092 -1.9881 -6.2214 1.481 -1.700 1.110 -0.074
O 0.0611 -1.2401 -6.5796 -1.118 -0.210 -0.732 0.077
C 0.6673 -0.8304 -5.4980 -0.303 -0.215 1.162 -0.607
O 1.7757 -0.4040 -5.5262 0.754 0.610 0.771 0.141
O -0.1056 -1.0026 -4.3760 -0.364 0.152 -0.640 0.040
H -1.4862 -2.5269 -4.0591 0.042 0.616 -0.780 0.116
H -2.2626 -0.9984 -4.6560 0.423 0.440 0.308 0.109
H -1.8610 -1.7343 -6.8938 -1.442 0.357 -1.012 0.090
H -0.7954 -3.0463 -6.3478 -0.588 0.479 0.131 0.145
C 3.2889 -0.8493 -2.4111 1.014 0.701 0.866 -0.035
C 4.7314 -1.1205 -2.8598 -2.236 1.378 -0.747 -0.092
O 5.4436 -0.0002 -2.3875 1.441 0.425 0.236 0.092
C 4.7603 0.7287 -1.5101 -1.245 0.691 0.926 -0.520
O 5.1861 1.6274 -0.7999 -0.626 -1.767 -1.515 0.115
O 3.4269 0.3434 -1.5293 1.123 -0.743 -0.324 0.019
H 2.9189 -1.7032 -1.8652 -0.447 0.123 0.393 0.110
H 2.6919 -0.6003 -3.2556 -0.764 0.352 -0.375 0.093
H 4.6962 -1.1704 -3.9337 0.626 0.294 -0.516 0.130
H 5.0719 -2.0274 -2.4970 1.160 -1.542 1.093 0.107
C 3.5383 -0.0218 1.7270 -1.029 0.577 0.448 -0.116
C 4.9858 -0.3994 1.9104 0.911 0.064 0.850 -0.124
O 5.1372 -1.4802 1.0162 -0.968 -1.449 -1.027 0.051
C 3.9109 -2.0430 0.7277 0.326 0.658 0.125 -0.489
O 3.7799 -3.0666 0.1004 -0.228 1.455 0.889 0.125
O 2.9178 -1.2170 1.2414 1.316 -1.771 -1.499 0.039
H 3.3247 0.8419 1.0806 0.447 -0.700 -0.193 0.095
H 2.9548 0.1524 2.6094 0.321 0.463 0.899 0.108
H 5.3503 -0.7111 2.8981 -0.981 -0.232 0.050 0.123
H 5.7305 0.3355 1.6711 -0.107 0.759 -0.727 0.121
C -0.1301 4.9215 3.8242 -0.273 -0.209 0.692 -0.058
C -1.4931 4.3132 3.5831 0.710 -1.658 -0.481 -0.178
O -1.4503 2.9388 4.1308 0.016 0.731 0.256 0.031
C -2.5404 2.1848 4.2268 -0.679 2.415 -1.458 -0.616
O -2.5211 1.0813 4.6311 0.067 -1.835 1.154 0.136
O -3.6642 2.8078 3.7467 1.686 0.507 1.053 -0.036
C -4.8317 2.0420 3.9236 0.157 -1.237 -0.448 -0.042
H -0.1154 5.8518 3.2934 -0.059 0.915 0.000 0.069
H 0.6235 4.3427 3.3066 0.357 -0.458 0.355 0.059
H 0.0802 5.0829 4.9240 -0.123 -0.284 -1.340 0.107
H -1.6893 4.1392 2.5175 0.013 0.562 0.177 0.113
H -2.2756 4.8888 4.0191 -0.710 0.205 0.417 0.112
H -4.6973 1.1774 3.2494 -0.648 0.004 0.671 0.090
H -5.6100 2.6596 3.5678 -0.958 0.578 -0.475 0.083
H -5.0509 1.7771 4.9689 0.433 -0.093 -0.371 0.110
C -3.5990 0.5694 -7.3340 -1.323 -1.047 -0.547 -0.357
O -4.1097 -0.3230 -8.0001 0.258 0.132 0.256 -0.006
N -4.1063 1.0052 -6.1586 -0.704 0.940 0.453 -0.175
C -3.6248 2.3022 -5.5965 -0.452 -2.993 1.476 -0.023
C -5.4767 0.5976 -5.7895 0.923 -1.298 0.746 -0.043
H -2.7148 1.0471 -7.7293 0.713 0.574 0.355 0.133
H -3.9894 2.3322 -4.5450 0.219 0.239 -0.782 0.101
H -3.9667 3.1080 -6.1661 -0.375 1.451 -0.769 0.064
H -2.5646 2.1806 -5.5448 0.796 0.598 -0.076 0.075
H -6.2436 1.2009 -6.2200 -0.440 0.729 -0.406 0.078
H -5.6595 -0.4319 -6.1043 0.217 0.183 -0.277 0.084
H -5.5993 0.5568 -4.6954 0.279 0.421 -0.318 0.087
C -0.9242 -5.5887 -2.3883 -0.223 -0.717 -0.579 -0.387
O -0.9851 -4.7448 -3.2639 -0.793 0.310 -0.454 -0.013
N -0.0659 -5.5526 -1.3963 0.934 0.563 1.492 -0.189
C 0.0676 -6.7017 -0.5160 -0.684 -0.936 -0.160 -0.058
C 0.6669 -4.3158 -1.0556 0.727 -1.384 -1.048 0.000
H -1.5382 -6.5230 -2.3259 -0.008 0.441 -0.505 0.143
H 0.6410 -7.5469 -0.9672 -0.676 0.542 -0.010 0.099
H -0.9611 -6.9901 -0.2275 0.577 -0.434 -0.170 0.093
H 0.5780 -6.5358 0.4180 0.204 0.867 0.188 0.080
H 0.3494 -3.4756 -1.6877 0.145 -0.468 0.160 0.088
H 0.4370 -4.1465 -0.0277 0.203 0.524 0.803 0.067
H 1.7332 -4.5962 -1.2124 -0.488 0.911 0.332 0.101
C -0.9605 -3.3248 3.5897 0.360 -1.763 -2.121 -0.335
O -0.9175 -3.4996 2.3647 -0.442 0.050 0.808 -0.034
N -0.3259 -2.3623 4.2272 -1.163 0.071 1.426 -0.183
C 0.3916 -1.4029 3.4976 2.604 0.120 -0.485 -0.062
C -0.5889 -2.1760 5.6420 1.182 1.449 -0.774 -0.018
H -1.3965 -4.1048 4.2354 -0.312 0.346 0.118 0.138
H 0.4630 -1.7814 2.4940 -0.285 0.292 -0.626 0.083
H 1.4617 -1.3609 3.8014 -0.544 -0.069 0.343 0.109
H 0.0277 -0.3998 3.5492 -0.512 0.578 0.078 0.075
H -1.0300 -3.0644 6.0285 0.074 -0.609 0.669 0.077
H 0.3671 -1.8317 6.0475 -0.066 -0.723 0.653 0.100
H -1.2366 -1.3295 5.8133 -0.619 0.253 -0.098 0.080
C 3.1492 3.4202 0.7598 1.126 0.575 -0.898 -0.352
O 2.6339 2.9133 1.7353 -0.214 0.019 0.805 -0.010
N 2.6373 3.3833 -0.4788 -2.074 -1.549 1.321 -0.166
C 3.2126 3.8841 -1.6492 1.439 1.547 -0.685 -0.082
C 1.4380 2.5453 -0.6560 -0.234 0.083 -1.255 -0.031
H 4.1414 3.9354 0.7951 -0.447 -0.094 0.000 0.142
H 2.6017 4.6305 -2.1502 -0.591 -0.151 -0.126 0.092
H 3.4468 3.0805 -2.3316 0.205 -0.121 -0.305 0.084
H 4.1114 4.4753 -1.4134 0.048 -0.589 0.026 0.103
H 1.3713 2.1585 -1.7055 0.458 0.087 1.020 0.114
H 1.3333 1.7637 0.0781 0.685 -0.437 0.048 0.062
H 0.5196 3.0841 -0.5302 -0.455 0.941 0.092 0.073
C -3.5530 1.0853 0.6843 -1.577 1.141 -0.894 -0.367
O -4.5656 0.4222 0.5150 0.149 -0.613 0.511 0.019
N -2.4838 0.8095 1.4137 -0.279 -0.100 0.179 -0.150
C -1.2763 1.5135 1.0506 0.318 -1.143 -0.902 -0.036
C -2.4071 -0.4230 2.1593 0.156 -0.610 -1.299 -0.031
H -3.5423 2.0938 0.2224 0.468 -0.148 -0.002 0.152
H -1.4844 2.5634 0.9930 0.053 0.569 -0.245 0.075
H -0.8867 1.1034 0.0849 -0.265 0.547 0.568 0.101
H -0.5264 1.3317 1.7878 0.524 0.051 0.674 0.086
H -1.8374 -0.2101 3.0055 0.890 0.075 1.279 0.024
H -3.3748 -0.7426 2.5199 -0.312 -0.052 -0.337 0.105
H -1.8965 -1.1976 1.5684 -0.330 -0.039 0.183 0.094